{
  "formula": "C42H115N9O11",
  "method": "the ωB97M-V functional and the def2-TZVPD basis",
  "symbols": ["C", "C", "C", "O", "C", "N", "H", "H", "H", "H", "H", "H", "H", "H", "H", "H", "H", "C", "C", "C", "O", "C", "N", "H", "H", "H", "H", "H", "H", "H", "H", "H", "H", "H", "C", "C", "C", "O", "C", "N", "H", "H", "H", "H", "H", "H", "H", "H", "H", "H", "H", "C", "C", "C", "O", "C", "N", "H", "H", "H", "H", "H", "H", "H", "H", "H", "H", "H", "C", "C", "C", "O", "C", "N", "H", "H", "H", "H", "H", "H", "H", "H", "H", "H", "H", "C", "C", "C", "O", "C", "N", "H", "H", "H", "H", "H", "H", "H", "H", "H", "H", "H", "C", "C", "C", "O", "C", "N", "H", "H", "H", "H", "H", "H", "H", "H", "H", "H", "H", "C", "C", "C", "O", "C", "N", "H", "H", "H", "H", "H", "H", "H", "H", "H", "H", "H", "C", "C", "C", "O", "C", "N", "H", "H", "H", "H", "H", "H", "H", "H", "H", "H", "H", "C", "C", "C", "O", "H", "H", "H", "H", "H", "H", "H", "H", "C", "C", "C", "O", "H", "H", "H", "H", "H", "H", "H", "H"],
  "xyz": [[-1.767, 4.409, -0.829], [-0.985, 5.282, -1.775], [0.456, 5.737, -1.316], [0.285, 6.517, -0.126], [1.513, 6.983, 0.322], [-0.899, 4.530, -3.043], [-1.559, 3.337, -0.947], [-2.839, 4.562, -0.952], [-1.540, 4.575, 0.226], [-1.507, 6.224, -1.971], [0.945, 6.376, -2.129], [1.113, 4.825, -1.076], [1.991, 6.285, 1.009], [1.305, 7.935, 0.890], [2.197, 7.229, -0.450], [-1.705, 3.908, -3.096], [-0.943, 5.215, -3.795], [4.759, 5.249, -1.806], [4.718, 4.538, -0.425], [4.090, 3.124, -0.519], [4.632, 2.418, -1.634], [4.172, 1.082, -1.599], [6.045, 4.359, 0.103], [5.134, 6.263, -1.716], [3.800, 5.414, -2.321], [5.403, 4.740, -2.470], [4.153, 5.126, 0.358], [2.968, 3.224, -0.423], [4.444, 2.518, 0.344], [4.205, 0.679, -2.584], [3.191, 0.904, -1.292], [4.840, 0.523, -0.918], [6.143, 3.671, 0.812], [6.779, 5.013, -0.020], [5.724, 4.741, 4.740], [4.716, 4.209, 3.650], [4.611, 2.701, 3.778], [5.924, 2.236, 3.413], [6.047, 0.810, 3.453], [3.344, 4.743, 3.861], [5.728, 5.815, 4.735], [6.741, 4.398, 4.592], [5.411, 4.309, 5.700], [5.068, 4.446, 2.632], [3.809, 2.354, 3.126], [4.424, 2.456, 4.805], [7.069, 0.630, 3.293], [5.479, 0.284, 2.655], [5.767, 0.353, 4.469], [2.741, 4.665, 3.059], [3.322, 5.697, 4.175], [-3.778, -1.741, 1.161], [-5.013, -1.648, 0.221], [-5.028, -2.985, -0.628], [-6.353, -3.025, -1.157], [-6.563, -4.065, -2.078], [-6.155, -1.608, 1.116], [-2.860, -1.715, 0.582], [-3.806, -2.642, 1.757], [-3.836, -0.891, 1.859], [-4.892, -0.797, -0.427], [-4.759, -3.836, -0.057], [-4.323, -2.965, -1.508], [-7.602, -4.267, -2.338], [-6.130, -4.978, -1.725], [-6.071, -3.702, -2.969], [-6.094, -2.335, 1.814], [-7.058, -1.624, 0.595], [-0.330, 5.178, 4.368], [-0.473, 3.869, 3.569], [-1.885, 3.646, 3.230], [-1.968, 2.434, 2.495], [-3.132, 2.294, 1.731], [0.389, 3.978, 2.419], [-0.798, 6.056, 3.797], [0.719, 5.421, 4.600], [-0.786, 5.142, 5.338], [-0.178, 3.085, 4.186], [-2.296, 4.461, 2.614], [-2.523, 3.582, 4.194], [-4.072, 2.321, 2.321], [-3.076, 1.327, 1.239], [-3.199, 3.101, 1.024], [0.136, 4.848, 1.976], [0.279, 3.284, 1.743], [1.101, 2.249, -3.637], [0.946, 1.072, -4.544], [1.077, -0.288, -3.881], [2.406, -0.770, -4.022], [2.607, -2.026, -3.449], [-0.428, 1.261, -5.099], [1.049, 3.132, -4.261], [2.110, 2.344, -3.124], [0.377, 2.251, -2.806], [1.710, 0.975, -5.358], [0.504, -1.014, -4.446], [0.810, -0.301, -2.822], [1.974, -2.893, -3.869], [2.466, -2.058, -2.347], [3.592, -2.369, -3.652], [-0.354, 2.234, -5.453], [-0.444, 0.720, -5.958], [0.204, -5.545, 0.172], [-0.085, -6.936, -0.327], [-0.759, -7.837, 0.740], [0.162, -7.873, 1.827], [-0.061, -9.033, 2.625], [-0.937, -6.784, -1.546], [0.677, -5.558, 1.162], [-0.714, -4.933, 0.256], [0.898, -4.995, -0.467], [0.770, -7.467, -0.635], [-0.920, -8.834, 0.261], [-1.690, -7.404, 1.023], [-1.035, -9.048, 3.116], [0.722, -8.968, 3.408], [0.067, -9.977, 2.129], [-1.292, -7.643, -1.946], [-1.741, -6.179, -1.328], [0.558, -4.595, 5.523], [-0.727, -4.286, 4.743], [-0.417, -3.318, 3.590], [0.014, -2.070, 4.094], [-1.053, -1.135, 4.319], [-1.218, -5.638, 4.259], [0.229, -5.169, 6.394], [1.122, -3.663, 5.816], [1.303, -5.117, 4.949], [-1.431, -3.800, 5.411], [-1.301, -3.213, 2.962], [0.466, -3.654, 3.002], [-1.879, -1.565, 4.911], [-1.446, -0.793, 3.359], [-0.626, -0.349, 4.890], [-0.523, -6.025, 3.574], [-2.074, -5.555, 3.758], [1.615, 0.794, 1.660], [0.872, 0.517, 0.438], [0.168, -0.805, 0.490], [-0.662, -0.982, -0.631], [-0.855, -2.358, -1.076], [-0.165, 1.600, 0.266], [0.954, 0.964, 2.502], [2.140, 1.764, 1.588], [2.330, -0.008, 1.925], [1.526, 0.660, -0.381], [-0.505, -0.738, 1.373], [0.906, -1.549, 0.610], [0.065, -2.850, -1.403], [-1.595, -2.338, -1.905], [-1.297, -2.950, -0.285], [-0.949, 1.356, 0.847], [-0.423, 1.527, -0.692], [-1.321, -5.364, -6.286], [-1.006, -4.622, -4.912], [-1.256, -3.089, -5.062], [-1.824, -5.198, -3.891], [-1.254, -6.455, -6.161], [-0.738, -4.985, -7.131], [-2.378, -5.184, -6.404], [0.012, -4.701, -4.560], [-0.460, -2.505, -5.505], [-1.444, -2.800, -4.030], [-2.165, -2.898, -5.623], [-1.319, -5.803, -3.338], [-4.252, 2.066, -3.654], [-3.488, 1.213, -2.655], [-3.688, -0.248, -3.018], [-2.118, 1.635, -2.552], [-3.729, 2.068, -4.663], [-4.232, 3.111, -3.186], [-5.305, 1.782, -3.812], [-4.003, 1.349, -1.680], [-4.760, -0.371, -3.011], [-3.230, -0.827, -2.223], [-3.232, -0.554, -3.940], [-1.648, 1.398, -3.352]],
  "total_energy_ha": -2989.4021,
  "homo_lumo_gap_ev": 8.5,
  "spin_multiplicity": 1,
  "largest_force_ev_per_a": 3.5
}